A cluster of 2 separate species, C3H3N2 in total at a distorted geometry. Source: OMol25; level of theory: ωB97M-V/def2-TZVPD.

Element x y z (Å)
C  -1.01  -1.32  -2.69
C  0.00  0.82  -1.19
C  -0.69  -1.07  -4.02
N  -0.18  -0.86  -5.04
N  0.32  0.11  -0.10
H  1.35  0.05  -0.22
H  -0.46  -0.52  0.05
H  0.04  0.71  0.75

The calculated total energy comes out at -6120.0535 eV. Its multiplicity is 3. Its LUMO energy (alpha / beta) is -7.07 / -6.75 eV. As for the largest force on an atom: 0.1039 Eh/bohr. The value obtained for the gap between HOMO and LUMO (alpha / beta) is 7.169 / 9.867 eV. The relative energy (zero: lowest compared OMol25 entry of this formula, charge and spin) is 164.5 kcal per mole. Its charge is +1.

Formally, the Löwdin partial charges of the atoms, in units of the elementary charge, are as follows:
1. C 0.23
2. C 0.20
3. C -0.32
4. N 0.26
5. N 0.06
6. H 0.19
7. H 0.15
8. H 0.23

The ion C3H3N2O with charge +1 at a distorted geometry. Source: OMol25; level of theory: ωB97M-V/def2-TZVPD.

Element x y z (Å)
C  0.26  1.28  -0.01
C  -1.12  -0.33  -0.10
C  1.06  0.05  -0.14
N  -1.00  1.01  -0.06
N  0.02  -0.98  0.06
O  2.17  -0.16  -0.04
H  0.63  2.16  0.31
H  -2.00  -0.94  -0.09
H  -0.01  -2.08  0.08

The calculated total energy comes out at -8177.4414 eV. Its LUMO energy is -7.97 eV. As for the largest force on an atom: 0.1023 Eh/bohr. The value obtained for the gap between HOMO and LUMO is 8.718 eV. The relative energy (zero: lowest compared OMol25 entry of this formula, charge and spin) is 33.9 kcal per mole. Its charge is +1.

Formally, the Löwdin partial charges of the atoms, in units of the elementary charge, are as follows:
1. C 0.12
2. C -0.01
3. C -0.35
4. N 0.19
5. N 0.19
6. O 0.32
7. H 0.12
8. H 0.17
9. H 0.25

The ion C3H3N2O with charge +1 at a distorted geometry. Source: OMol25; level of theory: ωB97M-V/def2-TZVPD.

Element x y z (Å)
C  0.18  -0.06  0.07
C  -0.64  -1.02  -0.13
C  -0.45  1.22  0.03
N  -1.77  1.15  -0.07
N  -2.19  -0.11  -0.01
O  -3.27  -0.47  0.11
H  1.30  -0.20  0.24
H  -0.33  -2.03  -0.09
H  0.00  2.18  -0.21

The calculated total energy comes out at -8173.7792 eV. Its LUMO energy is -8.27 eV. As for the largest force on an atom: 0.0845 Eh/bohr. The value obtained for the gap between HOMO and LUMO is 8.575 eV. The relative energy (zero: lowest compared OMol25 entry of this formula, charge and spin) is 118.3 kcal per mole. Its charge is +1.

Formally, the Löwdin partial charges of the atoms, in units of the elementary charge, are as follows:
1. C -0.07
2. C 0.20
3. C 0.06
4. N 0.15
5. N -0.11
6. O 0.31
7. H 0.18
8. H 0.12
9. H 0.16

The ion C3H3N2O with charge +1 at a distorted geometry. Source: OMol25; level of theory: ωB97M-V/def2-TZVPD.

Element x y z (Å)
C  1.02  0.43  1.13
C  -0.35  0.45  -0.59
C  0.35  -0.97  0.99
N  0.50  1.18  0.21
N  -0.36  -0.81  -0.29
O  0.40  -1.97  1.64
H  1.81  0.60  1.93
H  -0.82  0.80  -1.58
H  -0.82  -1.59  -0.61

The calculated total energy comes out at -8177.8041 eV. Its LUMO energy is -8.01 eV. As for the largest force on an atom: 0.0695 Eh/bohr. The value obtained for the gap between HOMO and LUMO is 8.459 eV. The relative energy (zero: lowest compared OMol25 entry of this formula, charge and spin) is 25.5 kcal per mole. Its charge is +1.

Formally, the Löwdin partial charges of the atoms, in units of the elementary charge, are as follows:
1. C 0.12
2. C 0.01
3. C -0.27
4. N 0.14
5. N 0.22
6. O 0.25
7. H 0.18
8. H 0.21
9. H 0.15